Record 1
ORCA calculation (the ωB97M-V functional and the def2-TZVPD basis) on a structure of composition C22H26BBrMoN6O2.

XYZ file:
```
59
Properties=species:S:1:pos:R:3:forces:R:3
Mo 0.819210 -0.834410 -0.581012 -0.1 0.0 0.0
C 0.964369 0.602870 -3.853304 0.0 0.0 0.0
C 0.831087 -0.867768 -3.679906 0.0 0.0 0.0
C 0.706073 -1.843698 -4.647747 0.0 0.0 0.0
C 0.496620 -3.051708 -3.983967 0.0 0.0 0.0
C 0.265642 -4.402910 -4.559671 0.0 0.0 0.0
N 0.513206 -2.816972 -2.664609 -0.1 0.0 0.0
N 0.736789 -1.476760 -2.467657 0.0 0.0 0.0
B -0.014369 -3.659693 -1.475458 0.1 0.0 0.0
N 1.092498 -3.700526 -0.376513 -0.1 0.0 0.1
N 1.474855 -2.521017 0.212254 0.0 0.0 0.0
C 2.269719 -2.804498 1.285366 0.0 0.0 0.0
C 2.823256 -1.737605 2.163207 0.0 0.0 0.0
C 2.386629 -4.170194 1.367816 0.1 0.0 0.0
C 1.632463 -4.707467 0.315232 0.0 0.0 -0.1
C 1.418796 -6.137810 -0.024479 0.0 0.0 0.0
N -1.238753 -2.900942 -0.880913 0.0 0.0 0.0
N -1.076254 -1.614765 -0.414714 0.0 0.0 0.0
C -2.276108 -1.199211 0.076302 0.0 0.0 0.0
C -2.445048 0.166825 0.642283 0.0 0.0 0.0
C -3.189195 -2.217313 -0.072374 0.0 0.0 0.0
C -2.504633 -3.279535 -0.676131 0.0 0.0 0.0
C -3.020523 -4.621183 -1.053351 0.0 0.0 0.0
H 1.877043 0.841909 -4.395735 0.0 0.0 0.0
H 1.004080 1.140236 -2.906115 0.0 0.0 0.0
H 0.114400 0.973067 -4.426761 0.0 0.0 0.0
H 0.746892 -1.698212 -5.713921 0.0 0.0 0.0
H 0.610762 -4.425557 -5.590325 0.0 0.0 0.0
H -0.798616 -4.644642 -4.557171 0.0 0.0 0.0
H 0.792180 -5.170498 -3.995972 0.0 0.0 0.0
H -0.316249 -4.752951 -1.816997 0.0 0.0 0.0
H 2.685197 -0.739164 1.744280 0.0 0.0 0.0
H 3.894776 -1.879145 2.304704 0.0 0.0 0.0
H 2.343469 -1.773973 3.141668 0.0 0.0 0.0
H 2.954864 -4.727750 2.093044 0.0 0.0 0.0
H 2.285528 -6.719416 0.282056 0.0 0.0 0.0
H 1.254640 -6.280134 -1.089283 0.0 0.0 0.0
H 0.552507 -6.526201 0.514746 0.0 0.0 0.0
H -1.496930 0.709386 0.696858 0.0 0.0 0.0
H -2.858046 0.118063 1.648966 0.0 0.0 0.0
H -3.129231 0.754624 0.030427 0.0 0.0 0.0
H -4.227305 -2.209872 0.213250 0.0 0.0 0.0
H -4.077953 -4.693113 -0.814444 0.0 0.0 0.0
H -2.490135 -5.407283 -0.515164 0.0 0.0 0.0
H -2.892632 -4.800382 -2.120980 0.0 0.0 0.0
Br 4.467320 -2.818995 -1.885848 -0.1 0.0 0.0
C 5.174895 -1.629102 -0.593193 0.0 0.0 0.1
C 6.214192 -2.051972 0.218241 0.0 0.0 0.0
C 6.716256 -1.191565 1.184605 0.0 0.0 0.0
C 6.174436 0.076258 1.354642 0.0 0.0 0.0
C 5.128034 0.491389 0.548244 0.0 0.0 0.0
C 4.634374 -0.356905 -0.438698 0.0 0.0 0.0
C 3.567502 0.117709 -1.353387 0.0 0.1 0.0
O 3.638122 0.373485 -2.503936 0.0 0.0 0.0
O 2.324181 0.259590 -0.682449 0.1 -0.1 -0.1
H 6.634164 -3.039402 0.085352 0.0 0.0 0.0
H 7.541256 -1.515844 1.804423 0.0 0.0 0.0
H 6.574301 0.743601 2.105145 0.0 0.0 0.0
H 4.709124 1.482852 0.665826 0.0 0.0 0.0
```
Forces are in eV/Å.

Computed properties:
Lowest unoccupied orbital energy (alpha / beta) ... -8.636 / -8.121 eV
Total charge ... +2
Energy above the lowest of the compared OMol25 structures with the same formula, charge and spin ... 0.0 kJ/mol
HOMO (alpha / beta) ... -14.45 / -14.45 eV
Calculated total energy ... -3999.58833 Eh
Expectation value of S² ... 2.018
2S+1 ... 3
Kohn-Sham gap (alpha / beta) ... 5.8 / 6.3 eV

Record 2
ORCA calculation (the ωB97M-V functional and the def2-TZVPD basis) on the molecule C3H5NS at a distorted geometry.

XYZ file:
```
10
Properties=species:S:1:pos:R:3:forces:R:3
C -0.540173 -0.042556 -1.479958 -2.6 -2.2 -1.3
C -0.397167 -0.824449 -0.424764 1.2 2.9 2.3
N 0.236036 -0.345454 0.838228 -2.1 -7.6 0.9
C 0.756833 0.778031 1.161508 2.3 2.4 3.4
S 1.211147 1.892290 0.090610 0.4 1.6 -0.3
H -0.296742 0.947112 -1.685190 1.0 1.1 0.1
H -1.300084 -0.445574 -2.192977 0.9 0.1 0.3
H -0.978325 -1.697213 -0.238319 0.1 -0.7 -0.2
H 0.273980 -1.216012 1.573879 -0.2 3.3 -2.1
H 1.034493 0.953824 2.356982 -0.9 -0.8 -3.0
```
Forces are in eV/Å.

Computed properties:
Lowest unoccupied orbital energy ... 0.445 eV
Energy above the lowest of the compared OMol25 structures with the same formula, charge and spin ... 161.3 kJ/mol
HOMO ... -8.19 eV
Structure (SMILES) ... C=CNC=S
Calculated total energy ... -570.17311 Eh
2S+1 ... 1
Kohn-Sham gap ... 8.6 eV

Record 3
ORCA calculation (the ωB97M-V functional and the def2-TZVPD basis) on a structure of composition C17H28ClGdIN3P2 at a distorted geometry.

XYZ file:
```
53
Properties=species:S:1:pos:R:3:forces:R:3
C 1.522577 2.886321 -5.588943 -0.5 0.2 0.1
I 1.686286 1.278364 -4.034334 0.4 0.7 -1.5
H 0.769496 3.608230 -5.247468 0.3 -0.4 0.0
H 1.218744 2.408058 -6.520359 0.0 -0.3 0.4
H 2.498102 3.347971 -5.699630 0.1 -0.2 0.3
Gd 0.195067 1.343074 -1.407624 -0.8 0.5 0.9
P -2.017756 0.027133 -2.650476 -1.7 -0.7 -1.1
C -1.976356 -1.513476 -3.649249 0.5 -0.1 0.1
C -3.419801 -0.354451 -1.528247 0.3 0.2 0.4
H -4.271816 -0.737642 -2.108062 0.3 0.1 0.2
H -3.746896 0.710078 -4.255115 0.3 0.1 0.1
H -3.710174 0.555192 -0.984079 0.0 -0.3 -0.2
H -3.067002 2.109269 -3.364518 0.0 -0.2 -0.1
H -1.633576 -2.346572 -3.023119 -0.1 0.1 -0.2
H -3.098028 -1.104335 -0.792058 -0.2 0.1 -0.2
C -2.825089 1.159940 -3.859679 0.3 0.3 0.2
H -2.978926 -1.742328 -4.041672 0.3 0.1 0.1
H -2.132540 1.376308 -4.684007 -0.2 -0.1 0.1
H -1.267734 -1.400666 -4.479360 -0.2 -0.1 0.1
P 2.360501 2.488533 0.031839 1.5 1.1 1.0
C 4.086104 1.874118 0.130565 -0.1 -0.4 -0.3
C 2.672696 4.232871 -0.456301 -0.4 0.0 -0.3
H 1.031107 3.222060 1.934299 0.3 -0.1 0.1
H 2.798774 3.222951 2.307313 -0.3 -0.2 -0.1
H 1.866424 1.681582 2.266888 0.1 0.3 0.0
C 1.979037 2.677892 1.817863 -0.4 -0.2 -0.2
H 1.739633 4.808590 -0.404441 0.2 -0.1 0.0
H 3.421412 4.687669 0.207257 -0.2 -0.2 -0.2
H 4.685622 2.543751 0.766103 -0.2 -0.2 -0.2
H 4.518291 1.826970 -0.876918 0.0 0.0 0.3
H 3.029948 4.267349 -1.494282 0.0 0.0 0.3
H 4.091043 0.863177 0.555589 0.1 0.2 0.0
Cl -1.345164 3.059201 -0.489438 0.3 -0.4 -0.2
N -2.307842 -5.043197 7.408058 1.0 1.3 -2.2
C -1.900924 -4.493921 6.457493 -1.0 -1.2 2.3
C -1.410660 -3.820863 5.290506 0.2 0.0 -0.6
C -0.521098 -4.489069 4.439208 0.3 0.3 -0.5
C -0.033396 -3.851810 3.287203 -0.3 0.2 0.2
C -0.462825 -2.549592 2.972957 -0.3 -0.7 1.3
C -1.361556 -1.886470 3.824777 0.1 -0.4 0.2
C -1.842392 -2.525810 4.980028 0.2 0.2 -0.4
N 0.047798 -1.892485 1.814217 0.9 0.6 -1.6
C 1.097808 -2.349808 0.993527 -0.4 0.3 0.3
C 1.289910 -1.437377 0.008804 -0.9 0.5 0.4
N 0.352305 -0.400998 0.170121 -0.3 -0.8 1.3
C -0.360744 -0.713041 1.286164 0.7 -0.4 -0.7
H -0.204163 -5.511070 4.667670 -0.1 0.5 -0.1
H 0.673540 -4.379207 2.647312 -0.3 0.1 0.2
H -1.670077 -0.867754 3.601281 -0.1 -0.2 0.2
H -2.555559 -2.034155 5.649292 0.4 -0.1 -0.4
H 1.630143 -3.261027 1.180181 0.0 -0.1 0.1
H 2.018538 -1.428806 -0.794455 -0.1 -0.1 0.2
H -1.158816 -0.130722 1.737315 0.2 0.0 -0.4
```
Forces are in eV/Å.

Computed properties:
Lowest unoccupied orbital energy (alpha / beta) ... -8.501 / -6.758 eV
Total charge ... +2
HOMO (alpha / beta) ... -14.15 / -14.16 eV
Calculated total energy ... -3034.64586 Eh
Expectation value of S² ... 15.953
2S+1 ... 8
Kohn-Sham gap (alpha / beta) ... 5.6 / 7.4 eV

Record 4
ORCA calculation (the ωB97M-V functional and the def2-TZVPD basis) on the molecule C6H8N2 at a distorted geometry.

XYZ file:
```
16
Properties=species:S:1:pos:R:3:forces:R:3
C 2.962546 -0.318649 0.020515 2.4 -3.0 1.8
C 1.585345 0.173940 -0.007056 -3.5 2.4 -0.9
N 0.440957 -0.747143 -0.195827 1.8 0.3 1.0
C -0.754429 -0.332652 -0.156777 -0.2 -1.6 -1.2
C -1.490129 0.950407 -0.214073 0.2 1.0 2.5
C -2.852311 0.610019 0.042964 4.9 0.7 -1.2
C -2.843202 -0.899578 0.105885 1.0 0.1 -1.1
N -1.658637 -1.451925 -0.152406 -3.7 1.6 1.3
H 3.681801 0.572179 0.107707 -1.0 -1.6 0.0
H 3.357848 -1.103553 -0.755452 -1.2 1.9 0.8
H 2.961014 -0.997707 0.976542 0.8 1.4 -1.3
H 1.452504 0.839655 -0.869657 0.3 0.5 0.1
H 1.307800 0.808579 0.914133 0.9 -0.9 -1.2
H -0.752239 1.924005 -0.072620 -2.8 -2.2 -0.8
H -3.592168 1.391787 0.011313 -0.6 -0.5 0.4
H -3.806693 -1.419371 0.244805 0.9 -0.2 -0.1
```
Forces are in eV/Å.

Computed properties:
Lowest unoccupied orbital energy ... -0.888 eV
Energy above the lowest of the compared OMol25 structures with the same formula, charge and spin ... 313.9 kJ/mol
HOMO ... -9.59 eV
Structure (SMILES) ... CC/N=C1\C=CC=N1
Calculated total energy ... -342.81437 Eh
2S+1 ... 1
Kohn-Sham gap ... 8.7 eV

calculated total energy of number 3 (C17H28ClGdIN3P2)? -3034.64586 Eh

What is the calculated total energy in the second record? -570.17311 Eh

The highest calculated total energy belongs to which entry? C6H8N2